1.
Molecular formula: C16H15ClN6O
Method: DFT, ωB97M-V/def2-TZVPD

```
39
Properties=species:S:1:pos:R:3
C -8.364 -0.945 0.142
C -6.851 -0.494 0.021
C -5.654 -1.081 0.034
C -4.759 -0.212 -0.029
N -5.338 0.853 -0.227
N -6.729 0.740 -0.006
H -7.393 1.487 0.064
C -3.375 -0.371 -0.119
O -2.899 -1.469 -0.028
N -2.638 0.747 -0.079
N -1.414 1.265 -0.074
C -0.566 0.250 -0.151
C 0.947 0.341 -0.189
C 2.034 -0.251 0.003
N 3.131 0.397 -0.207
N 2.758 1.687 -0.012
C 1.554 1.653 -0.095
C 0.782 3.064 -0.140
H 0.284 3.348 0.586
H 0.150 3.190 -0.983
H 1.501 3.917 -0.357
C 4.373 0.126 0.106
C 5.391 0.999 0.629
C 6.674 0.603 0.789
C 7.179 -0.457 -0.201
C 6.364 -1.443 -0.604
C 4.947 -1.325 -0.652
H 4.285 -1.624 -1.202
H 6.545 -2.414 -0.947
H 8.262 -0.928 0.151
H 7.449 1.326 1.051
H 4.999 1.775 0.882
Cl 2.034 -1.992 0.169
H -0.698 -1.038 -0.012
H -3.287 1.560 -0.112
H -5.613 -2.024 0.163
H -8.419 -2.022 -0.052
H -8.945 -0.611 -0.576
H -8.953 -0.486 0.937
```

Properties
Multiplicity   1
Lowest unoccupied orbital energy   -0.200 eV
Kohn-Sham gap   7.6 eV
HOMO energy   -7.8 eV
Charge   0



2.
Molecular formula: C5H8OS
Method: DFT, ωB97M-V/def2-TZVPD

```
15
Properties=species:S:1:pos:R:3
C -0.666 0.644 0.045
C 0.806 1.194 0.565
C 1.648 -0.151 0.265
C -0.627 -0.836 0.129
C -1.532 -1.891 -0.301
H -0.794 2.582 -1.528
H -1.492 1.136 0.743
H 0.760 1.147 1.734
H 1.351 2.208 0.266
H 2.441 -0.796 0.781
H 1.811 -0.345 -1.016
H -2.606 -2.025 -0.460
H -0.893 -2.913 -0.186
O 0.655 -1.271 0.676
S -0.861 1.315 -1.712
```

Properties
Multiplicity   1
Lowest unoccupied orbital energy   0.599 eV
Kohn-Sham gap   9.4 eV
HOMO energy   -8.8 eV
Charge   0
Structure (SMILES)   C=C1OCC[C@H]1S



3.
Molecular formula: C5H9N5
Method: DFT, ωB97M-V/def2-TZVPD

```
19
Properties=species:S:1:pos:R:3
C 1.226 0.347 1.476
C -0.318 1.264 -1.441
C -0.155 -1.201 -1.684
C -0.019 1.047 1.940
C 1.013 -1.734 0.208
N 1.177 -0.791 0.931
N -0.387 -0.007 -1.741
N -0.639 1.772 -0.268
N -0.414 -2.316 -2.247
N -0.982 1.080 0.838
H 2.183 0.854 1.517
H -0.058 1.949 -2.244
H -0.504 0.541 2.779
H 0.219 2.065 2.255
H 1.093 -2.789 0.372
H -0.572 2.786 -0.139
H -0.002 -3.197 -1.957
H -0.988 -2.353 -3.092
H -1.427 0.185 0.646
```

Properties
Multiplicity   1
Lowest unoccupied orbital energy (spin up / spin down)   -9.656 / -9.656 eV
Kohn-Sham gap (spin up / spin down)   8.0 / 8.0 eV
HOMO energy (spin up / spin down)   -17.7 / -17.7 eV
Charge   +2



4.
Molecular formula: C50H47CeF3N9O2P2S2
Method: DFT, ωB97M-V/def2-TZVPD

```
116
Properties=species:S:1:pos:R:3
Ce -0.555 -1.189 0.304
C 0.420 2.134 3.835
C -0.225 1.286 2.955
N 0.328 0.151 2.546
C 1.533 -0.214 3.010
C 2.094 0.549 4.023
N 1.546 1.734 4.426
C 2.214 -1.358 2.335
C 3.218 -2.061 3.035
C 3.895 -3.054 2.347
C 3.594 -3.211 0.957
C 2.547 -2.563 0.403
N 1.813 -1.619 1.091
C 2.190 -2.753 -1.000
C 3.135 -3.226 -1.955
N 2.798 -3.380 -3.238
C 1.560 -3.046 -3.599
C 0.631 -2.554 -2.664
N 0.980 -2.421 -1.377
C 4.902 -3.901 2.986
C 5.806 -3.403 3.924
C 6.613 -4.334 4.552
N 6.609 -5.622 4.313
C 5.805 -6.101 3.352
C 4.934 -5.281 2.679
H 0.015 3.121 4.023
H -1.147 1.514 2.486
H 3.043 0.313 4.483
H 3.415 -1.820 4.099
H 4.212 -3.920 0.419
H 4.144 -3.545 -1.695
H 1.276 -3.104 -4.631
H -0.387 -2.358 -2.977
H 5.971 -2.360 4.080
H 7.285 -4.004 5.333
H 5.877 -7.146 3.179
H 4.262 -5.649 1.896
C -1.354 7.277 -1.770
S -2.751 6.239 -2.046
C -2.166 5.222 -3.427
C -2.148 3.742 -3.064
C -1.175 3.410 -1.967
N -1.222 1.940 -1.658
P 0.070 0.886 -1.947
C 0.605 1.289 -3.628
C 1.279 2.481 -3.944
C 1.619 2.695 -5.281
C 1.304 1.763 -6.254
C 0.600 0.575 -5.957
C 0.235 0.381 -4.635
C 1.427 1.483 -0.869
C 1.209 2.506 0.094
C 2.287 2.861 0.890
C 3.497 2.212 0.702
C 3.705 1.246 -0.307
C 2.652 0.869 -1.082
P -2.350 1.268 -0.604
C -3.423 2.497 0.103
C -2.864 3.310 1.105
C -3.620 4.342 1.677
C -4.950 4.510 1.287
C -5.515 3.675 0.375
C -4.759 2.671 -0.206
C -3.267 -0.039 -1.390
C -3.052 -0.436 -2.749
C -3.807 -1.468 -3.272
C -4.793 -2.125 -2.552
C -5.013 -1.721 -1.238
C -4.277 -0.680 -0.647
H -1.569 7.949 -0.908
H -1.051 7.961 -2.585
H -0.485 6.667 -1.484
H -1.166 5.595 -3.755
H -2.842 5.367 -4.282
H -1.854 3.137 -3.938
H -3.114 3.387 -2.743
H -1.375 4.019 -1.102
H -0.155 3.630 -2.247
H 1.582 3.172 -3.160
H 2.159 3.605 -5.545
H 1.660 1.899 -7.242
H 0.355 -0.146 -6.761
H -0.395 -0.462 -4.345
H 0.262 2.976 0.221
H 2.158 3.626 1.649
H 4.335 2.514 1.334
H 4.669 0.841 -0.525
H 2.753 0.169 -1.868
H -1.826 3.190 1.362
H -3.223 4.962 2.485
H -5.480 5.381 1.642
H -6.514 3.785 -0.031
H -5.199 1.999 -0.956
H -2.398 0.095 -3.404
H -3.648 -1.802 -4.318
H -5.410 -2.868 -3.042
H -5.846 -2.108 -0.612
H -4.578 -0.360 0.318
F -0.036 -5.981 1.053
C -0.958 -5.433 0.203
F -2.178 -5.906 0.375
F -0.603 -5.592 -1.113
C -0.992 -3.934 0.436
O -0.264 -3.465 1.321
O -1.741 -3.200 -0.249
C -0.919 -3.311 4.892
N -1.298 -2.562 3.710
C -2.263 -1.641 3.687
N -2.788 -1.181 4.823
S -2.759 -1.029 2.207
H -0.212 -4.087 4.600
H -1.770 -3.806 5.385
H -0.325 -2.658 5.577
H -0.877 -2.782 2.828
H -2.588 -1.579 5.723
H -3.566 -0.521 4.717
```

Properties
Multiplicity   1
Lowest unoccupied orbital energy (spin up / spin down)   -10.238 / -10.232 eV
Kohn-Sham gap (spin up / spin down)   3.9 / 3.9 eV
HOMO energy (spin up / spin down)   -14.1 / -14.1 eV
Charge   +3



5.
Molecular formula: C4H4O2
Method: DFT, ωB97M-V/def2-TZVPD

```
10
Properties=species:S:1:pos:R:3
O -2.707 -0.477 0.903
C -1.566 -0.232 0.644
O -1.218 0.639 -0.326
C 0.171 0.961 -0.463
C 1.073 -0.192 -0.352
C 1.805 -1.141 -0.235
H -0.701 -0.700 1.140
H 0.260 1.414 -1.453
H 0.444 1.725 0.274
H 2.438 -1.996 -0.131
```

Properties
Multiplicity   1
Lowest unoccupied orbital energy   0.792 eV
Kohn-Sham gap   11.2 eV
HOMO energy   -10.4 eV
Charge   0
Structure (SMILES)   C#CCOC=O



6.
Molecular formula: C4H9NO
Method: DFT, ωB97M-V/def2-TZVPD

```
15
Properties=species:S:1:pos:R:3
C -1.111 -0.050 0.532
C -0.880 -0.244 -0.965
N 0.453 0.318 -1.237
C 0.334 -1.050 -0.704
C 0.161 -0.894 0.808
O 1.526 2.050 0.889
H -2.007 -0.561 0.890
H 0.760 2.020 1.474
H -1.115 0.994 0.865
H -1.621 -0.329 -1.753
H 0.632 0.266 -2.238
H 0.743 -1.894 -1.251
H 0.991 -0.386 1.306
H -0.081 -1.838 1.304
H 1.212 1.599 0.081
```

Properties
Multiplicity   1
Lowest unoccupied orbital energy   0.954 eV
Kohn-Sham gap   10.5 eV
HOMO energy   -9.5 eV
Charge   0
Structure (SMILES)   C1C[C@H]2N[C@@H]12.O



7.
Molecular formula: CH6O2Si
Method: DFT, ωB97M-V/def2-TZVPD

```
10
Properties=species:S:1:pos:R:3
C -0.894 0.931 -0.530
O 0.442 -1.667 -0.535
O 1.477 0.409 0.915
Si 0.044 -0.396 0.487
H -1.880 0.973 0.014
H -0.222 1.867 -0.582
H -1.148 0.715 -1.628
H 0.525 -2.576 -0.350
H 2.199 0.367 0.249
H -0.543 -0.624 1.960
```

Properties
Multiplicity   1
Lowest unoccupied orbital energy   0.648 eV
Kohn-Sham gap   11.1 eV
HOMO energy   -10.4 eV
Charge   0
Structure (SMILES)   C[SiH](O)O



8.
Molecular formula: C4H12
Method: DFT, ωB97M-V/def2-TZVPD

```
16
Properties=species:S:1:pos:R:3
C 0.704 0.265 1.845
C -0.019 -0.970 1.452
H -0.005 0.919 2.361
H 1.521 0.139 2.575
H 1.188 0.766 0.987
H 0.505 -1.596 0.737
H -1.078 -0.911 1.088
H -0.264 -1.508 2.396
C 0.410 0.641 -1.662
C -1.006 0.173 -1.727
H 0.500 1.454 -0.907
H 1.010 -0.192 -1.413
H 0.705 1.057 -2.630
H -1.481 -0.198 -0.787
H -1.748 0.811 -2.180
H -0.942 -0.851 -2.136
```

Properties
Multiplicity   2
Lowest unoccupied orbital energy (spin up / spin down)   -2.881 / -10.997 eV
Kohn-Sham gap (spin up / spin down)   14.0 / 4.8 eV
HOMO energy (spin up / spin down)   -16.8 / -15.8 eV
Charge   +1



9.
Molecular formula: C6H10O
Method: DFT, ωB97M-V/def2-TZVPD

```
17
Properties=species:S:1:pos:R:3
C 2.349 0.028 0.461
O 1.026 -0.350 0.781
C 0.313 -0.926 -0.237
C -1.128 -0.999 -0.222
C -1.663 0.204 0.568
C -1.143 1.157 -0.545
C -0.615 -0.051 -1.312
H 2.791 0.364 1.401
H 2.389 0.851 -0.268
H 2.937 -0.816 0.068
H 0.807 -1.774 -0.740
H -1.639 -1.946 -0.343
H -2.747 0.190 0.686
H -1.186 0.328 1.547
H -1.964 1.715 -1.020
H -0.366 1.873 -0.271
H 0.354 -0.153 -1.787
```

Properties
Multiplicity   1
Lowest unoccupied orbital energy   1.020 eV
Kohn-Sham gap   9.0 eV
HOMO energy   -8.0 eV
Charge   0
Structure (SMILES)   CO[C@@H]1[C@@H]2CC[C@@H]21



10.
Molecular formula: C20H34N6O2
Method: DFT, ωB97M-V/def2-TZVPD

```
62
Properties=species:S:1:pos:R:3
C -6.229 3.901 2.945
C -5.516 2.590 2.795
C -5.847 1.703 1.862
C -5.138 0.394 1.651
C -3.777 0.370 2.355
C -3.227 -1.051 2.344
O -3.455 -1.791 3.289
N -2.513 -1.478 1.258
C -2.140 -2.885 1.186
C -2.339 -0.735 0.022
C -0.877 -0.649 -0.438
C 0.134 -0.426 0.687
C 0.025 0.954 1.313
N 1.488 -0.611 0.176
C 1.989 -1.859 -0.039
O 1.331 -2.866 0.133
C 3.391 -1.884 -0.535
C 4.075 -0.950 -1.274
N 5.286 -1.503 -1.465
C 6.415 -1.016 -2.236
C 6.118 -1.004 -3.728
N 5.142 0.011 -4.091
C 4.474 -0.319 -5.339
C 5.745 1.331 -4.171
N 5.351 -2.709 -0.881
N 4.213 -2.946 -0.323
C -3.942 0.877 3.784
C -4.395 2.332 3.770
H -5.526 4.735 2.867
H -6.999 4.030 2.185
H -6.698 3.976 3.930
H -6.678 1.922 1.198
H -5.747 -0.433 2.033
H -5.019 0.211 0.579
H -3.108 1.059 1.835
H -2.235 -3.323 2.173
H -2.804 -3.416 0.496
H -1.113 -2.993 0.835
H -2.928 -1.209 -0.772
H -2.741 0.265 0.149
H -0.599 -1.574 -0.946
H -0.788 0.157 -1.172
H -0.028 -1.181 1.457
H -0.962 1.098 1.750
H 0.760 1.082 2.109
H 0.180 1.736 0.564
H 2.125 0.167 0.202
H 3.805 -0.006 -1.711
H 6.688 -0.025 -1.875
H 7.236 -1.696 -2.017
H 7.065 -0.873 -4.278
H 5.721 -1.984 -3.998
H 3.723 0.440 -5.563
H 5.172 -0.370 -6.190
H 3.970 -1.281 -5.246
H 4.977 2.073 -4.385
H 6.214 1.601 -3.224
H 6.513 1.389 -4.960
H -4.677 0.252 4.293
H -3.007 0.768 4.336
H -3.555 2.994 3.524
H -4.720 2.632 4.771
```

Properties
Multiplicity   1
Lowest unoccupied orbital energy   0.410 eV
Kohn-Sham gap   9.3 eV
HOMO energy   -8.9 eV
Charge   0
Structure (SMILES)   CC1=CC[C@H](C(=O)N(C)CC[C@H](C)NC(=O)c2cn(CCN(C)C)nn2)CC1



11.
Molecular formula: C17H14FeO13
Method: DFT, ωB97M-V/def2-TZVPD

```
45
Properties=species:S:1:pos:R:3
Fe -0.789 -0.170 -0.269
O -2.234 -0.937 1.086
C -2.834 -2.029 0.388
C -2.790 -1.983 -1.231
O -1.718 -1.314 -1.848
H -3.854 -2.239 0.709
H -2.286 -2.913 0.714
H -3.704 -1.479 -1.544
H -3.048 -2.940 -1.685
C -1.967 3.105 -2.739
C -1.648 3.616 -4.055
C -0.360 2.954 -4.784
O -0.167 3.259 -5.974
C 0.462 2.012 -4.038
C 0.096 1.689 -2.782
C -1.189 2.223 -2.145
O -1.628 1.747 -1.005
O 0.958 0.919 -2.190
O -2.296 4.462 -4.704
H -2.869 3.454 -2.258
H 1.375 1.691 -4.519
C 1.135 -2.054 2.142
C 1.593 -2.744 3.303
C 2.168 -4.243 3.015
O 2.300 -4.919 3.994
C 2.363 -4.664 1.652
C 2.013 -3.812 0.596
C 1.361 -2.482 0.880
O 0.944 -1.664 -0.040
O 2.353 -4.200 -0.583
O 1.746 -2.270 4.432
H 0.701 -1.087 2.346
H 2.825 -5.616 1.438
C -1.001 3.401 2.191
O 0.358 3.042 2.352
C 0.794 1.909 1.791
O 0.104 0.979 1.228
O 2.163 1.970 1.884
C 2.999 0.943 1.604
H -1.634 2.661 2.681
H -1.260 3.347 1.134
H -1.241 4.420 2.492
H 4.039 1.270 1.612
H 2.925 0.637 0.560
H 2.743 0.046 2.168
```

Properties
Multiplicity   5
Lowest unoccupied orbital energy (spin up / spin down)   8.142 / 8.141 eV
Kohn-Sham gap (spin up / spin down)   4.4 / 4.2 eV
HOMO energy (spin up / spin down)   3.8 / 3.9 eV
Charge   -4



12.
Molecular formula: C17H31N4O4
Method: DFT, ωB97M-V/def2-TZVPD

```
56
Properties=species:S:1:pos:R:3
N -0.863 -4.772 0.898
C -0.985 -4.105 -0.326
N -0.778 -4.907 -1.626
N -1.278 -2.622 -0.273
C -2.728 -2.294 -0.548
C -3.385 -1.153 0.427
C -2.311 -0.264 1.288
C -1.799 1.113 0.534
C -0.495 1.651 1.374
C 0.811 1.119 0.533
C 1.413 2.452 -0.239
N 0.854 3.599 0.330
C -0.158 3.256 1.436
H -1.018 -4.060 1.668
H 0.247 -5.181 -1.675
H -0.899 -4.267 -2.462
H -0.626 -2.092 -0.892
H -2.904 -1.992 -1.679
H -3.367 -3.290 -0.391
H -4.119 -1.725 1.168
H -4.085 -0.460 -0.244
H -2.891 0.106 2.263
H -1.376 -0.849 1.680
H -1.490 0.830 -0.584
H -2.672 1.920 0.435
H -0.601 1.192 2.455
H 0.695 0.129 -0.088
H 1.626 0.956 1.381
H 2.183 2.475 -1.121
H 1.069 4.587 0.064
H 0.293 3.355 2.537
H -1.041 4.020 1.339
O 3.649 -5.076 -3.004
C 3.392 -6.090 -2.376
O 3.044 -7.281 -2.945
C 2.708 -8.211 -1.916
C 3.389 -7.695 -0.675
C 3.363 -6.202 -0.882
H 1.618 -8.238 -1.812
H 3.062 -9.209 -2.191
H 2.902 -8.018 0.249
H 4.428 -8.044 -0.650
H 2.438 -5.755 -0.507
H 4.235 -5.720 -0.433
O 1.176 6.219 -0.274
C 0.434 7.028 0.258
O 0.309 7.186 1.609
C -0.721 8.137 1.875
C -0.846 8.952 0.615
C -0.501 7.953 -0.460
H -1.643 7.596 2.113
H -0.441 8.754 2.734
H -1.833 9.405 0.491
H -0.102 9.759 0.619
H -1.378 7.390 -0.789
H -0.007 8.432 -1.309
```

Properties
Multiplicity   1
Lowest unoccupied orbital energy   -4.217 eV
Kohn-Sham gap   7.1 eV
HOMO energy   -11.3 eV
Charge   +1



Question: Among the records above, which one has the highest multiplicity?
Answer: C17H14FeO13



Question: The highest multiplicity belongs to which entry?
Answer: C17H14FeO13



Question: Which of these has the highest multiplicity?
Answer: C17H14FeO13



Copy entry 5 word for word.
Molecular formula: C4H4O2
Method: DFT, ωB97M-V/def2-TZVPD

```
10
Properties=species:S:1:pos:R:3
O -2.707 -0.477 0.903
C -1.566 -0.232 0.644
O -1.218 0.639 -0.326
C 0.171 0.961 -0.463
C 1.073 -0.192 -0.352
C 1.805 -1.141 -0.235
H -0.701 -0.700 1.140
H 0.260 1.414 -1.453
H 0.444 1.725 0.274
H 2.438 -1.996 -0.131
```

Properties
Multiplicity   1
Lowest unoccupied orbital energy   0.792 eV
Kohn-Sham gap   11.2 eV
HOMO energy   -10.4 eV
Charge   0
Structure (SMILES)   C#CCOC=O